Below is a molecular structure, C40H37BrF4N6OPS3Tc, with properties calculated with ωB97M-V with the def2-TZVPD basis set.

Geometry (Å):
1 C 11.621 14.359 7.202
2 H 18.145 11.231 9.274
3 C 8.045 12.034 12.464
4 C 8.503 11.799 7.257
5 C 7.648 6.763 11.586
6 F 7.313 5.472 11.825
7 H 5.649 13.503 15.129
8 C 11.264 13.982 8.556
9 C 13.934 15.012 13.106
10 N 16.387 8.679 10.521
11 H 9.834 11.280 16.853
12 F 5.432 7.509 11.787
13 S 10.474 14.504 11.198
14 H 19.279 7.975 11.868
15 N 11.894 14.677 6.117
16 C 6.752 7.826 11.727
17 H 14.108 17.866 14.878
18 H 8.164 10.338 13.861
19 C 18.685 8.543 9.314
20 C 13.617 15.945 14.111
21 P 9.078 11.264 11.218
22 H 10.668 10.657 18.235
23 C 14.395 17.076 14.221
24 H 18.768 9.028 8.272
25 C 9.424 8.355 11.116
26 H 15.943 10.726 10.949
27 H 12.740 15.820 14.729
28 C 7.317 12.487 7.157
29 H 15.069 14.622 11.340
30 H 6.507 14.987 13.351
31 H 13.504 13.319 16.440
32 H 18.173 11.400 11.093
33 H 10.673 13.312 17.444
34 N 12.233 11.739 15.811
35 C 11.787 10.468 16.413
36 Br 11.160 8.472 10.441
37 C 18.023 10.694 10.238
38 H 16.577 16.579 11.648
39 C 6.859 11.863 14.554
40 H 5.424 12.897 8.163
41 C 10.482 10.499 17.172
42 C 8.519 9.429 11.266
43 C 17.172 8.508 11.810
44 C 16.572 10.162 10.233
45 C 7.593 13.367 12.388
46 C 18.645 8.916 11.677
47 C 14.969 15.240 12.223
48 S 11.741 12.377 9.027
49 H 9.194 11.528 6.395
50 C 10.532 16.259 9.090
51 C 8.929 11.361 8.552
52 H 12.696 10.184 17.004
53 H 11.701 9.697 15.614
54 C 8.230 11.692 9.661
55 H 6.521 11.271 15.393
56 C 7.723 11.313 13.628
57 O 13.155 13.252 11.806
58 H 12.014 14.496 17.837
59 C 6.790 13.932 13.389
60 H 11.407 14.325 16.161
61 H 16.697 8.141 8.457
62 H 16.135 10.362 9.246
63 C 10.793 14.913 9.483
64 H 16.738 9.081 12.659
65 N 10.222 17.358 8.831
66 H 9.806 10.730 8.683
67 H 9.997 9.531 17.075
68 H 17.234 6.930 9.654
69 F 6.213 10.049 11.347
70 H 16.297 17.954 13.699
71 C 6.373 13.165 14.437
72 H 7.965 13.960 11.554
73 H 7.052 12.952 6.225
74 C 15.742 16.354 12.372
75 C 13.200 13.762 13.027
76 F 9.843 6.056 11.188
77 N 18.986 9.553 10.372
78 H 18.864 9.524 12.584
79 H 12.854 12.165 17.753
80 C 17.230 7.980 9.404
81 H 17.098 7.429 12.104
82 C 15.533 17.207 13.448
83 C 8.971 7.069 11.339
84 C 11.608 13.817 17.104
85 C 6.885 12.136 9.514
86 C 12.665 12.748 16.840
87 H 19.453 7.730 9.414
88 C 12.233 12.106 14.508
89 Tc 11.140 12.385 11.426
90 H 6.259 12.132 10.433
91 S 11.551 10.951 13.336
92 C 7.170 9.113 11.529
93 N 12.700 13.294 14.177
94 C 6.410 12.542 8.263

HOMO energy (spin up / spin down): -9.75 / -9.75 eV
Frontier orbital gap (spin up / spin down): 4.4 / 4.3 eV
Charge: +1
Energy above the lowest of the compared OMol25 structures with the same formula, charge and spin: 0.0 kcal per mole
2S+1: 4
M: 998.85 u

=====

Below is a molecular structure, C40H37BrN5O2Rh, with properties calculated with ωB97M-V with the def2-TZVPD basis set.

Geometry (Å):
1 N -3.602 5.717 2.881
2 H 3.080 0.457 0.189
3 C -1.692 -2.602 -0.737
4 C 0.029 0.476 2.613
5 H -0.913 3.469 -2.297
6 C -1.325 3.734 -1.334
7 C -5.128 -3.521 -0.141
8 C -2.319 4.365 1.158
9 C 4.329 4.219 -2.203
10 H -2.858 3.875 4.505
11 N -0.334 1.319 1.661
12 C -2.636 5.184 0.053
13 H -5.166 -2.543 -2.724
14 C 2.489 2.944 -1.193
15 H -4.032 -5.744 -1.221
16 H 1.720 -5.497 0.581
17 C 1.728 2.541 -0.050
18 H -5.818 -4.352 -0.288
19 C 3.911 4.334 0.227
20 C 3.184 3.949 1.310
21 H 1.565 2.786 2.071
22 H -3.255 6.058 0.182
23 C 0.598 -1.620 -0.312
24 H 5.158 4.903 -2.073
25 H 4.744 5.017 0.329
26 C -1.152 2.355 1.972
27 C 3.292 -1.681 0.127
28 H 2.692 2.466 -4.591
29 H 0.689 -0.330 2.324
30 Br 0.757 1.287 -2.711
31 H 4.763 -3.508 1.589
32 H 4.029 -4.103 -2.064
33 H -0.074 -0.100 4.674
34 H -2.988 0.957 -0.872
35 H 4.625 -5.257 1.460
36 C -3.305 -4.948 -1.067
37 C 2.631 -2.900 -0.035
38 C -2.646 -0.070 -0.836
39 C 4.064 -4.324 1.404
40 H 2.009 -5.402 -1.171
41 C 2.238 2.496 -2.507
42 C -2.468 3.694 3.513
43 C 1.258 -2.836 -0.254
44 O -3.401 6.741 2.264
45 C 2.943 2.850 -3.612
46 N -1.342 -0.252 -0.610
47 H -4.563 -0.902 -1.205
48 C 4.024 3.742 -3.444
49 C -0.403 0.615 3.935
50 C 2.489 -5.421 -0.191
51 H 4.358 -1.641 0.298
52 C 3.398 -4.211 0.024
53 H 5.036 -5.130 -1.040
54 C 3.584 3.840 -1.059
55 H -4.727 -3.591 0.872
56 H -3.833 -3.515 -3.365
57 Rh 0.170 1.263 -0.302
58 C 2.096 3.055 1.167
59 H -2.868 -5.093 -0.077
60 H -5.301 -4.298 -2.773
61 C -3.521 -1.117 -1.021
62 C -2.775 4.544 2.514
63 C -0.864 -1.505 -0.561
64 C -2.135 4.862 -1.182
65 H -1.280 -3.597 -0.694
66 C -4.009 -3.597 -1.190
67 H -5.704 -2.599 -0.220
68 H 3.088 -6.330 -0.141
69 H -2.525 -5.072 -1.822
70 H 5.186 -3.381 -0.937
71 N -1.032 2.942 -0.319
72 O -4.390 5.567 3.782
73 C -3.054 -2.433 -0.974
74 C 2.591 -0.499 0.067
75 C -1.622 2.566 3.267
76 C -1.514 3.247 0.913
77 H -2.354 5.474 -2.045
78 C -1.228 1.659 4.267
79 H 3.431 4.325 2.294
80 H 4.601 4.040 -4.308
81 C -4.610 -3.473 -2.599
82 N 1.267 -0.461 -0.147
83 C 4.475 -4.196 -1.072
84 H 3.321 -4.330 2.203
85 H -1.574 1.794 5.284
86 H 0.698 -3.747 -0.388

HOMO energy: -13.12 eV
Frontier orbital gap: 7.0 eV
Charge: +2
Energy above the lowest of the compared OMol25 structures with the same formula, charge and spin: 0.0 kcal per mole
M: 802.58 u

=====

Below is a molecular structure, C40H37IN2O2SSiTi, with properties calculated with ωB97M-V with the def2-TZVPD basis set.

Geometry (Å):
1 C 2.234 1.364 4.232
2 H -0.633 0.712 5.890
3 C 3.962 2.663 -0.599
4 C -1.833 -2.323 1.179
5 C 0.676 1.866 1.933
6 S -1.602 3.137 0.958
7 H -1.564 -0.592 -1.964
8 C 4.021 0.199 0.764
9 C -2.693 -1.755 3.733
10 C 1.748 0.791 1.853
11 C -2.376 2.282 -0.365
12 H -3.520 -3.613 0.994
13 H 0.054 0.214 3.603
14 H 3.559 -0.820 -3.395
15 H -3.964 -1.947 5.437
16 H 3.899 3.594 -1.149
17 N -0.542 0.905 0.078
18 C 2.385 0.553 3.179
19 H -2.668 -0.377 6.852
20 H 7.285 0.510 -0.252
21 C 2.833 1.037 0.832
22 H -4.352 -3.118 3.307
23 C -3.074 -1.464 5.046
24 H -5.924 0.138 -3.129
25 C -1.288 -2.723 -0.086
26 C 5.193 0.750 0.173
27 C 3.450 -0.629 -2.322
28 C 0.861 -1.804 -3.124
29 O -0.028 -2.217 -0.270
30 H 3.987 0.290 -2.083
31 H -1.936 -1.206 -4.129
32 C -3.827 0.607 -4.853
33 N -1.101 -1.392 1.894
34 H -2.863 -2.111 -2.935
35 C -2.948 -1.475 -3.817
36 C -3.811 -0.239 -3.573
37 C -3.980 1.784 -2.060
38 C 1.130 1.163 -2.824
39 H -4.088 3.511 -0.787
40 C -1.683 1.129 -0.701
41 C -3.289 0.620 -2.417
42 C 6.502 -1.212 0.716
43 H -3.393 -2.068 -4.620
44 H 5.372 -2.862 1.526
45 H -0.061 -2.248 -2.748
46 H -5.618 -1.323 -4.075
47 H 1.927 2.793 0.096
48 H -4.478 1.477 -4.753
49 O -1.814 -3.413 -0.941
50 I 2.522 -2.417 1.654
51 C 6.415 0.037 0.189
52 C -5.239 -0.703 -3.258
53 H -2.821 0.962 -5.089
54 C 4.144 -1.158 1.208
55 C 1.408 2.563 4.149
56 H 0.055 3.685 2.999
57 C -0.335 1.903 1.038
58 C 5.143 2.003 -0.494
59 H 0.070 1.182 -3.093
60 H -4.883 2.056 -2.593
61 H 2.746 1.134 5.158
62 H 3.074 -0.272 3.288
63 H 1.324 2.030 -2.189
64 H 1.583 -2.617 -3.250
65 H 6.049 2.390 -0.944
66 C -1.532 -1.143 3.186
67 C 0.684 2.801 3.049
68 C -0.826 -0.254 4.004
69 H 0.671 -1.377 -4.116
70 H 1.376 3.252 4.984
71 C -2.129 0.298 -1.718
72 H -5.257 -1.297 -2.342
73 Ti 0.551 -0.624 0.428
74 C -3.009 -2.928 1.658
75 C -1.219 0.017 5.299
76 H 7.440 -1.752 0.720
77 H 1.716 1.274 -3.744
78 Si 1.597 -0.475 -1.990
79 C 2.823 2.186 0.080
80 C -3.455 -2.659 2.909
81 C -3.535 2.615 -1.042
82 H 3.926 -1.454 -1.784
83 H -4.186 0.008 -5.695
84 C -2.354 -0.588 5.837
85 C 5.333 -1.833 1.199

HOMO energy (spin up / spin down): -2.54 / -3.68 eV
Frontier orbital gap (spin up / spin down): 4.7 / 5.9 eV
Charge: -1
Energy above the lowest of the compared OMol25 structures with the same formula, charge and spin: 44.7 kcal per mole
2S+1: 2
M: 812.67 u

=====

Question: The lowest charge belongs to which entry?
Answer: C40H37IN2O2SSiTi

=====

Question: Number 3 is which compound?
Answer: C40H37IN2O2SSiTi

=====

Copy entry 3 word for word.
Below is a molecular structure, C40H37IN2O2SSiTi, with properties calculated with ωB97M-V with the def2-TZVPD basis set.

Geometry (Å):
1 C 2.234 1.364 4.232
2 H -0.633 0.712 5.890
3 C 3.962 2.663 -0.599
4 C -1.833 -2.323 1.179
5 C 0.676 1.866 1.933
6 S -1.602 3.137 0.958
7 H -1.564 -0.592 -1.964
8 C 4.021 0.199 0.764
9 C -2.693 -1.755 3.733
10 C 1.748 0.791 1.853
11 C -2.376 2.282 -0.365
12 H -3.520 -3.613 0.994
13 H 0.054 0.214 3.603
14 H 3.559 -0.820 -3.395
15 H -3.964 -1.947 5.437
16 H 3.899 3.594 -1.149
17 N -0.542 0.905 0.078
18 C 2.385 0.553 3.179
19 H -2.668 -0.377 6.852
20 H 7.285 0.510 -0.252
21 C 2.833 1.037 0.832
22 H -4.352 -3.118 3.307
23 C -3.074 -1.464 5.046
24 H -5.924 0.138 -3.129
25 C -1.288 -2.723 -0.086
26 C 5.193 0.750 0.173
27 C 3.450 -0.629 -2.322
28 C 0.861 -1.804 -3.124
29 O -0.028 -2.217 -0.270
30 H 3.987 0.290 -2.083
31 H -1.936 -1.206 -4.129
32 C -3.827 0.607 -4.853
33 N -1.101 -1.392 1.894
34 H -2.863 -2.111 -2.935
35 C -2.948 -1.475 -3.817
36 C -3.811 -0.239 -3.573
37 C -3.980 1.784 -2.060
38 C 1.130 1.163 -2.824
39 H -4.088 3.511 -0.787
40 C -1.683 1.129 -0.701
41 C -3.289 0.620 -2.417
42 C 6.502 -1.212 0.716
43 H -3.393 -2.068 -4.620
44 H 5.372 -2.862 1.526
45 H -0.061 -2.248 -2.748
46 H -5.618 -1.323 -4.075
47 H 1.927 2.793 0.096
48 H -4.478 1.477 -4.753
49 O -1.814 -3.413 -0.941
50 I 2.522 -2.417 1.654
51 C 6.415 0.037 0.189
52 C -5.239 -0.703 -3.258
53 H -2.821 0.962 -5.089
54 C 4.144 -1.158 1.208
55 C 1.408 2.563 4.149
56 H 0.055 3.685 2.999
57 C -0.335 1.903 1.038
58 C 5.143 2.003 -0.494
59 H 0.070 1.182 -3.093
60 H -4.883 2.056 -2.593
61 H 2.746 1.134 5.158
62 H 3.074 -0.272 3.288
63 H 1.324 2.030 -2.189
64 H 1.583 -2.617 -3.250
65 H 6.049 2.390 -0.944
66 C -1.532 -1.143 3.186
67 C 0.684 2.801 3.049
68 C -0.826 -0.254 4.004
69 H 0.671 -1.377 -4.116
70 H 1.376 3.252 4.984
71 C -2.129 0.298 -1.718
72 H -5.257 -1.297 -2.342
73 Ti 0.551 -0.624 0.428
74 C -3.009 -2.928 1.658
75 C -1.219 0.017 5.299
76 H 7.440 -1.752 0.720
77 H 1.716 1.274 -3.744
78 Si 1.597 -0.475 -1.990
79 C 2.823 2.186 0.080
80 C -3.455 -2.659 2.909
81 C -3.535 2.615 -1.042
82 H 3.926 -1.454 -1.784
83 H -4.186 0.008 -5.695
84 C -2.354 -0.588 5.837
85 C 5.333 -1.833 1.199

HOMO energy (spin up / spin down): -2.54 / -3.68 eV
Frontier orbital gap (spin up / spin down): 4.7 / 5.9 eV
Charge: -1
Energy above the lowest of the compared OMol25 structures with the same formula, charge and spin: 44.7 kcal per mole
2S+1: 2
M: 812.67 u

=====

Question: What is the M in the second record?
Answer: 802.58 u